(1)
Density functional theory data (wB97M-V/def2-TZVPD) for a cluster of 2 separate species, ClHIOPS in total in a non-equilibrium geometry.

Element x y z (Å)
1 O 0.07 -0.83 0.12
2 P -0.26 0.68 0.54
3 S -1.99 0.75 1.54
4 Cl 1.23 1.03 1.80
5 I 0.38 -0.91 -3.28
6 H 0.57 -0.72 -0.71

Output
DFT total energy: -42810.607 eV
Kohn-Sham gap (alpha / beta): 7.06 / 5.14 eV
2S+1: 1
energy above the lowest of the compared OMol25 structures with the same formula, charge and spin: 241.9 kJ/mol



(2)
Density functional theory data (wB97M-V/def2-TZVPD) for an isolated molecule of C10H12FISi in a non-equilibrium geometry.

Element x y z (Å)
1 C -1.33 2.54 -2.01
2 C 0.26 3.37 -0.38
3 C -1.29 1.31 -1.40
4 C 0.31 2.14 0.22
5 C -0.55 3.58 -1.46
6 C -0.42 1.11 -0.32
7 C -1.58 -3.03 0.68
8 C -1.28 -1.88 0.08
9 C 0.41 -0.55 2.37
10 C 3.00 -3.27 -0.38
11 F -0.56 4.80 -2.00
12 Si -0.08 -0.57 0.55
13 I 2.39 -1.28 -0.66
14 H -1.92 2.70 -2.81
15 H 0.79 4.13 0.00
16 H -1.87 0.58 -1.76
17 H 1.00 1.86 1.13
18 H -2.32 -3.84 0.28
19 H -1.16 -3.18 1.69
20 H -1.80 -1.76 -0.76
21 H 0.23 -1.48 2.92
22 H 1.41 -0.55 2.58
23 H -0.09 0.38 2.94
24 H 4.08 -3.23 -0.48
25 H 2.38 -3.88 -1.00

Output
DFT total energy: -29255.305 eV
Kohn-Sham gap (alpha / beta): 5.74 / 5.75 eV
2S+1: 1
energy above the lowest of the compared OMol25 structures with the same formula, charge and spin: 272.4 kJ/mol



(3)
Density functional theory data (wB97M-V/def2-TZVPD) for a structure of composition C12H9Cl3CoGeNO2S in a non-equilibrium geometry.

Element x y z (Å)
1 Co -1.32 -1.25 2.40
2 S -1.44 -2.21 0.39
3 C 0.09 -1.71 -0.33
4 C 0.22 -2.32 -1.84
5 C 1.57 -2.87 -2.26
6 C 2.72 -2.52 -1.72
7 C 2.94 -1.39 -0.86
8 N 2.28 -0.90 0.11
9 H -0.61 -2.78 -2.41
10 H 1.56 -3.53 -3.12
11 H 3.60 -3.02 -2.17
12 H 3.92 -0.97 -1.01
13 O 0.14 -0.83 -2.26
14 C -0.01 -0.40 -1.11
15 O 1.15 -1.83 0.52
16 C -0.26 1.00 -0.76
17 C -0.43 1.92 -1.76
18 C -0.75 3.22 -1.37
19 C -0.79 3.57 -0.02
20 C -0.40 2.65 0.92
21 C -0.11 1.34 0.56
22 H -0.45 1.71 -2.74
23 H -0.90 3.96 -2.17
24 H -1.05 4.60 0.25
25 H -0.39 2.94 1.98
26 H 0.30 0.65 1.27
27 Cl -0.84 0.25 3.97
28 Ge -3.48 -0.36 4.45
29 Cl -4.37 1.67 4.57
30 Cl -2.89 -0.59 6.53

Output
<S²>: 2.02
DFT total energy: -160717.983 eV
Kohn-Sham gap (alpha / beta): 6.38 / 5.81 eV
2S+1: 3
energy above the lowest of the compared OMol25 structures with the same formula, charge and spin: 602.5 kJ/mol



(4)
Density functional theory data (wB97M-V/def2-TZVPD) for a structure of composition C15H19Cl5GeO5RuSe in a non-equilibrium geometry.

Element x y z (Å)
1 Ru 0.40 1.48 0.81
2 O 1.06 5.16 2.38
3 C 1.08 4.05 1.71
4 O 0.06 3.44 1.39
5 C 2.44 3.57 1.25
6 O 2.44 2.14 1.16
7 C 2.90 1.47 2.38
8 C 1.75 1.33 3.38
9 O 1.97 1.36 4.57
10 O 0.59 1.14 2.81
11 H 0.15 5.41 2.60
12 H 2.59 3.96 0.24
13 H 3.23 3.93 1.90
14 H 3.23 0.49 2.06
15 H 3.74 2.02 2.80
16 Cl 2.17 2.08 -2.46
17 C 0.49 1.72 -2.38
18 C -0.09 1.47 -1.14
19 C -1.45 1.26 -1.12
20 Cl -1.99 1.07 0.55
21 C -2.28 1.23 -2.22
22 Cl -3.95 0.92 -2.05
23 C -1.67 1.45 -3.46
24 Cl -2.63 1.41 -4.87
25 C -0.29 1.71 -3.54
26 Cl 0.42 2.03 -5.06
27 C -1.49 -2.31 -1.76
28 Ge -1.58 -3.11 0.02
29 C -1.70 -5.05 -0.04
30 C -2.98 -2.35 1.12
31 C 0.16 -2.72 0.92
32 Se 1.05 -0.98 0.70
33 C 1.99 -1.27 -0.96
34 H -2.43 -2.48 -2.30
35 H -0.69 -2.75 -2.35
36 H -1.33 -1.24 -1.69
37 H -2.63 -5.37 -0.50
38 H -1.66 -5.47 0.96
39 H -0.87 -5.47 -0.63
40 H -3.96 -2.46 0.65
41 H -2.81 -1.29 1.30
42 H -3.02 -2.86 2.09
43 H 0.96 -3.36 0.55
44 H 0.08 -2.84 2.00
45 H 1.31 -1.52 -1.77
46 H 2.72 -2.07 -0.80
47 H 2.51 -0.34 -1.19

Output
<S²>: 0.76
total charge: +1
DFT total energy: -213149.975 eV
Kohn-Sham gap (alpha / beta): 7.86 / 6.76 eV
2S+1: 2
energy above the lowest of the compared OMol25 structures with the same formula, charge and spin: 49.1 kJ/mol



(5)
Density functional theory data (wB97M-V/def2-TZVPD) for a structure of composition C28H52N2O15Sr2 in a non-equilibrium geometry.

Element x y z (Å)
1 Sr 21.70 17.19 -5.45
2 Sr 12.70 16.45 -6.13
3 C 11.53 20.24 -3.67
4 C 11.28 20.45 -2.34
5 C 11.12 19.29 -1.36
6 O 10.81 19.45 -0.15
7 C 11.41 18.03 -1.74
8 C 11.69 17.76 -3.22
9 C 11.62 18.99 -4.26
10 O 11.85 18.79 -5.46
11 O 12.01 16.69 -3.70
12 O 11.15 21.73 -2.01
13 H 11.80 21.05 -4.33
14 H 11.27 17.25 -1.00
15 C 16.97 17.46 -4.59
16 C 18.18 17.30 -5.26
17 C 18.36 16.36 -6.40
18 O 19.52 16.02 -6.86
19 C 17.26 15.93 -7.07
20 C 15.87 16.09 -6.54
21 C 15.81 16.87 -5.15
22 O 14.67 16.88 -4.70
23 O 14.86 15.65 -7.11
24 O 19.17 17.93 -4.70
25 H 16.91 17.98 -3.64
26 H 17.31 15.26 -7.92
27 C 14.65 11.67 -5.80
28 O 14.13 12.73 -6.64
29 H 14.67 10.79 -6.43
30 H 15.73 11.75 -5.72
31 H 14.07 11.37 -4.92
32 H 14.79 13.41 -6.76
33 C 18.60 19.23 -0.58
34 O 19.32 18.67 -1.63
35 H 19.30 19.52 0.21
36 H 18.05 20.03 -1.08
37 H 17.89 18.54 -0.12
38 H 18.87 18.68 -2.48
39 C 15.78 16.24 -0.77
40 C 14.72 15.54 -1.61
41 O 14.11 14.57 -0.70
42 H 16.72 15.72 -0.57
43 H 15.43 16.49 0.23
44 H 16.11 17.11 -1.33
45 H 15.28 15.23 -2.49
46 H 13.92 16.20 -1.96
47 H 13.28 14.35 -1.13
48 C 20.63 14.17 -11.10
49 C 19.86 14.31 -9.73
50 O 19.27 15.60 -9.78
51 H 21.26 15.04 -11.26
52 H 19.95 14.03 -11.94
53 H 21.19 13.24 -11.07
54 H 20.65 14.11 -9.00
55 H 19.14 13.49 -9.69
56 H 19.03 15.74 -8.86
57 C 16.18 15.76 -10.98
58 C 15.53 14.44 -10.84
59 O 14.68 14.64 -9.76
60 H 16.69 15.98 -10.04
61 H 15.48 16.50 -11.35
62 H 16.95 15.86 -11.74
63 H 16.19 13.62 -10.57
64 H 14.98 14.27 -11.77
65 H 15.26 14.73 -9.00
66 C 11.09 18.11 -9.00
67 C 12.36 17.31 -9.33
68 C 13.65 17.98 -8.99
69 O 13.75 18.31 -7.57
70 C 14.12 19.59 -7.28
71 N 12.39 16.02 -8.71
72 H 10.36 17.46 -8.52
73 H 10.72 18.51 -9.95
74 H 11.15 19.00 -8.37
75 H 12.34 17.00 -10.38
76 H 13.53 18.83 -9.66
77 H 14.58 17.51 -9.31
78 H 14.99 20.03 -7.77
79 H 14.32 19.82 -6.23
80 H 13.41 20.36 -7.60
81 H 13.29 15.67 -9.00
82 H 11.79 15.47 -9.30
83 C 22.18 16.20 -0.74
84 C 22.25 16.27 -2.27
85 C 21.45 15.04 -2.85
86 O 21.48 14.99 -4.28
87 C 20.88 13.80 -4.80
88 N 21.78 17.55 -2.84
89 H 22.49 15.33 -0.16
90 H 21.15 16.46 -0.52
91 H 22.84 16.97 -0.33
92 H 23.28 16.17 -2.62
93 H 20.42 14.96 -2.48
94 H 21.95 14.16 -2.45
95 H 19.79 13.90 -4.78
96 H 21.16 12.87 -4.32
97 H 21.09 13.82 -5.87
98 H 20.88 17.67 -2.39
99 H 22.41 18.17 -2.36

Output
DFT total energy: -65239.828 eV
Kohn-Sham gap: 1.98 eV
2S+1: 1



(6)
Density functional theory data (wB97M-V/def2-TZVPD) for a cluster of 5 separate species, C22H50NO5 in total in a non-equilibrium geometry.

Element x y z (Å)
1 C -0.06 -1.70 4.14
2 C -1.15 -2.23 3.61
3 C -2.41 -1.44 3.26
4 C -2.36 -1.41 1.71
5 C -3.12 -0.07 1.50
6 C -2.47 0.76 2.56
7 C -2.23 2.23 2.55
8 C -1.77 2.73 1.17
9 C -0.25 2.78 0.99
10 C 0.35 1.54 0.33
11 O 0.49 1.74 -1.07
12 N -2.13 -0.02 3.52
13 H 0.93 -1.81 3.70
14 H -0.16 -1.08 5.02
15 H -1.20 -3.30 3.39
16 H -3.33 -1.85 3.65
17 H -1.34 -1.17 1.45
18 H -2.83 -2.23 1.20
19 H -4.14 -0.24 1.87
20 H -3.24 0.33 0.51
21 H -1.40 2.40 3.23
22 H -3.08 2.77 2.96
23 H -2.14 3.75 1.07
24 H -2.20 2.19 0.33
25 H 0.27 2.98 1.93
26 H -0.04 3.60 0.32
27 H 1.36 1.38 0.72
28 H -0.22 0.63 0.51
29 H -0.09 1.12 -1.53
30 H -1.72 0.42 4.34
31 C -1.28 -6.13 -0.20
32 C -0.89 -5.06 0.81
33 C 0.54 -5.26 1.29
34 O -1.79 -5.09 1.92
35 H -1.23 -7.12 0.25
36 H -2.31 -5.98 -0.54
37 H -0.63 -6.11 -1.07
38 H -0.99 -4.07 0.35
39 H 0.65 -6.22 1.79
40 H 0.81 -4.49 2.02
41 H 1.25 -5.21 0.46
42 H -1.71 -5.96 2.34
43 C 1.12 4.73 -4.32
44 C 1.46 5.69 -3.19
45 C 2.91 5.55 -2.76
46 O 0.60 5.44 -2.07
47 H 1.27 3.69 -3.99
48 H 0.08 4.83 -4.61
49 H 1.75 4.91 -5.19
50 H 1.27 6.71 -3.51
51 H 3.11 4.54 -2.39
52 H 3.14 6.24 -1.95
53 H 3.59 5.76 -3.59
54 H 0.76 4.54 -1.78
55 C 7.24 7.88 0.27
56 C 6.25 8.04 -0.88
57 C 5.08 8.92 -0.49
58 O 5.78 6.76 -1.30
59 H 6.75 7.40 1.12
60 H 8.07 7.24 -0.03
61 H 7.63 8.84 0.58
62 H 6.76 8.47 -1.74
63 H 4.53 8.47 0.35
64 H 4.38 9.02 -1.32
65 H 5.41 9.92 -0.19
66 H 5.32 6.35 -0.55
67 C -3.26 -10.04 -1.42
68 C -3.62 -8.59 -1.72
69 C -4.79 -8.49 -2.68
70 O -2.48 -7.91 -2.26
71 H -2.97 -10.56 -2.34
72 H -2.42 -10.10 -0.74
73 H -4.11 -10.57 -0.98
74 H -3.86 -8.08 -0.78
75 H -4.54 -8.96 -3.64
76 H -5.03 -7.45 -2.88
77 H -5.68 -8.98 -2.27
78 H -2.25 -8.35 -3.09

Output
total charge: +1
DFT total energy: -35343.641 eV
Kohn-Sham gap: 7.76 eV
2S+1: 1